No. 1
ORCA calculation (ωB97M-V/def2-TZVPD) on a structure of composition C14H10BrCoF9O at a distorted geometry.

Geometry as XYZ:
```
36
C14H10BrCoF9O ωB97M-V/def2-TZVPD
C -1.93 -0.87 -1.42
C -1.84 -1.36 -0.09
C -1.62 -0.26 0.78
H -1.90 -2.39 0.25
C -1.54 0.92 -0.01
C -1.74 0.55 -1.40
H -1.91 1.25 -2.21
H -2.28 -1.46 -2.29
H -1.46 -0.34 1.84
H -1.37 1.91 0.39
Co -0.13 -0.39 -0.72
Br 1.90 -0.91 -1.83
C 2.32 0.64 -4.01
C 1.23 1.40 -4.46
C 0.23 0.51 -5.00
H 1.19 2.49 -4.48
C 0.69 -0.82 -4.86
C 1.99 -0.79 -4.23
H 2.65 -1.64 -4.14
H 3.25 1.00 -3.60
H -0.68 0.82 -5.49
H 0.22 -1.72 -5.25
F 3.03 -2.37 1.40
C 3.19 -1.05 1.64
F 4.01 -0.87 2.73
F 3.79 -0.53 0.54
C 1.76 -0.42 1.87
O 1.03 -0.76 0.81
C 1.39 -1.05 3.30
F 2.18 -0.49 4.28
F 0.09 -0.83 3.64
F 1.56 -2.38 3.28
C 1.81 1.18 2.06
F 2.83 1.63 2.84
F 1.91 1.77 0.82
F 0.62 1.60 2.59
```

## Properties
LUMO (spin up / spin down): 5.56 / 5.55 eV
Charge: -2
<S²>: 3.793
2S+1: 4
HOMO (spin up / spin down): 0.5 / 0.3 eV

---

No. 2
ORCA calculation (ωB97M-V/def2-TZVPD) on a structure of composition C14H10BrN5PdS3.

Geometry as XYZ:
```
34
C14H10BrN5PdS3 ωB97M-V/def2-TZVPD
Pd 1.59 -0.17 -1.26
C -3.53 1.06 1.52
C -2.99 1.43 0.17
C -3.74 1.25 -0.99
C -3.15 1.47 -2.22
C -1.82 1.86 -2.23
Br -0.92 2.00 -3.91
N -1.10 2.08 -1.16
C -1.68 1.86 0.02
H -4.62 1.11 1.54
H -3.15 1.73 2.30
H -3.24 0.04 1.78
H -4.76 0.90 -0.93
H -3.68 1.30 -3.15
H -1.05 2.00 0.89
S 1.47 -2.17 0.12
C -0.22 -2.25 -0.20
S -0.82 -1.20 -1.42
C -1.08 -3.12 0.52
C -0.61 -3.98 1.54
N -0.28 -4.68 2.40
C -2.47 -3.15 0.29
N -3.62 -3.21 0.13
S 2.77 1.65 -2.12
C 3.37 0.63 -0.85
N 3.35 1.24 0.46
C 3.94 0.67 1.52
C 4.81 -0.36 1.35
C 5.10 -0.68 -0.03
N 4.50 -0.20 -1.06
H 2.71 2.01 0.56
H 3.71 1.09 2.49
H 5.29 -0.85 2.17
H 5.93 -1.36 -0.23
```

## Properties
LUMO: 4.56 eV
Charge: -2
Relative energy (zero: lowest compared OMol25 entry of this formula, charge and spin): 0.0000 eV
HOMO: -0.7 eV

---

No. 3
ORCA calculation (ωB97M-V/def2-TZVPD) on the molecule C14H10Cl2F2N2O3S.

Geometry as XYZ:
```
34
C14H10Cl2F2N2O3S ωB97M-V/def2-TZVPD
O 1.47 0.68 -1.55
C 0.27 0.50 -1.61
C -0.36 -0.50 -2.55
S -1.58 -1.55 -1.67
O -1.79 -2.76 -2.38
O -2.72 -0.72 -1.42
N -0.97 -1.83 -0.12
C 0.37 -1.66 0.26
C 0.69 -0.85 1.35
C 2.00 -0.65 1.72
C 3.00 -1.27 1.00
F 4.29 -1.07 1.34
C 2.72 -2.10 -0.07
C 1.40 -2.31 -0.43
Cl 1.02 -3.37 -1.73
N -0.66 1.15 -0.85
C -0.42 2.02 0.22
C 0.81 2.64 0.42
C 1.00 3.49 1.49
C -0.05 3.72 2.37
F 0.13 4.54 3.41
C -1.28 3.11 2.20
C -1.46 2.26 1.13
Cl -2.99 1.46 0.92
H -0.95 -0.01 -3.32
H 0.40 -1.13 -3.01
H -1.62 -1.44 0.54
H -0.11 -0.38 1.90
H 2.25 -0.02 2.56
H 3.52 -2.59 -0.61
H -1.63 0.85 -0.95
H 1.61 2.45 -0.27
H 1.95 3.98 1.65
H -2.08 3.30 2.90
```

## Properties
LUMO: 0.46 eV
SMILES string: O=C(CS(=O)(=O)Nc1ccc(F)cc1Cl)Nc1ccc(F)cc1Cl
HOMO: -9.1 eV

---

No. 4
ORCA calculation (ωB97M-V/def2-TZVPD) on a cluster of 3 separate species, C14H10F2N2O12S2 in total at a distorted geometry.

Geometry as XYZ:
```
42
C14H10F2N2O12S2 ωB97M-V/def2-TZVPD
O 1.74 1.19 0.99
C 0.87 1.50 0.14
F 0.85 0.79 -1.09
N -0.05 2.59 0.50
C -0.98 2.96 -0.61
O -0.49 3.52 -1.63
N -2.44 2.72 -0.63
S -3.35 3.96 0.19
S -2.87 1.12 -0.13
O -2.92 0.94 1.37
O -1.95 0.06 -0.71
F -4.40 0.81 -0.79
H 0.56 3.43 0.62
H -2.85 4.18 1.47
O -3.56 -4.63 0.74
C -4.20 -4.19 -0.21
C -4.56 -5.03 -1.36
C -5.25 -4.51 -2.38
O -5.60 -5.28 -3.46
C -5.66 -3.08 -2.40
O -6.27 -2.64 -3.36
C -5.32 -2.25 -1.24
C -4.64 -2.77 -0.21
O -4.31 -2.01 0.88
H -4.26 -6.07 -1.34
H -6.08 -4.68 -4.06
H -5.64 -1.22 -1.25
H -3.82 -2.61 1.47
O 5.00 1.56 3.66
C 5.56 1.54 2.57
C 4.81 1.47 1.31
C 5.45 1.43 0.14
O 4.77 1.37 -1.04
C 6.94 1.46 0.07
O 7.49 1.41 -1.02
C 7.69 1.56 1.33
C 7.04 1.60 2.50
O 7.72 1.69 3.68
H 3.73 1.45 1.38
H 5.45 1.35 -1.73
H 8.76 1.60 1.26
H 7.04 1.70 4.37
```

## Properties
LUMO: -1.69 eV
SMILES string: O=C(F)NC(=O)N(S)S(=O)(=O)F.O=C1C=C(O)C(=O)C=C1O.O=C1C=C(O)C(=O)C=C1O
HOMO: -9.7 eV

---

No. 5
ORCA calculation (ωB97M-V/def2-TZVPD) on a structure of composition C14H10IN4SSn at a distorted geometry.

Geometry as XYZ:
```
31
C14H10IN4SSn ωB97M-V/def2-TZVPD
Sn 0.32 2.02 -2.36
S 0.04 -4.19 1.50
N -1.18 -3.20 1.16
C -0.68 -2.09 0.63
C -1.62 -1.02 0.25
C -2.88 -0.98 0.85
C -3.77 0.02 0.50
C -3.38 0.95 -0.46
N -2.18 0.93 -1.03
C -1.29 0.00 -0.65
C 1.27 -0.11 -0.82
N 2.10 0.88 -1.20
C 3.34 0.94 -0.73
C 3.82 0.00 0.17
C 2.98 -1.00 0.59
C 1.67 -1.07 0.10
C 0.75 -2.13 0.55
N 1.26 -3.26 1.02
H -3.15 -1.74 1.57
H -4.75 0.08 0.95
H -4.06 1.73 -0.78
H 3.96 1.75 -1.09
H 4.84 0.07 0.53
H 3.31 -1.75 1.31
I -0.03 2.23 1.52
C 0.09 3.19 -0.41
H 0.97 3.82 -0.30
H -0.80 3.82 -0.43
C -0.05 -0.01 -1.49
H -0.74 0.90 0.81
H -0.16 -0.77 -2.27
```

## Properties
LUMO: -3.90 eV
Charge: +1
Relative energy (zero: lowest compared OMol25 entry of this formula, charge and spin): 0.7955 eV
HOMO: -11.4 eV

---

No. 6
ORCA calculation (ωB97M-V/def2-TZVPD) on the molecule C14H10N2O3S at a distorted geometry.

Geometry as XYZ:
```
30
C14H10N2O3S ωB97M-V/def2-TZVPD
O -0.48 1.95 2.51
C -0.79 1.78 1.33
C -2.24 2.08 0.89
S -3.49 0.96 1.70
C -2.73 -0.60 1.44
N -2.18 -0.86 0.30
C -1.48 -2.03 0.09
C -1.34 -2.92 1.14
C -1.92 -2.63 2.40
O -1.72 -3.30 3.37
N -2.64 -1.45 2.51
C 0.23 1.37 0.31
C 1.55 1.11 0.56
C 2.15 0.82 -0.69
C 3.45 0.50 -1.07
C 3.70 0.16 -2.44
C 2.64 0.26 -3.38
C 1.36 0.62 -2.99
C 1.11 0.87 -1.64
O -0.04 1.26 -1.04
H -2.44 3.15 1.11
H -2.35 1.97 -0.20
H -1.02 -2.25 -0.91
H -0.86 -3.87 1.02
H -2.93 -1.13 3.43
H 2.08 1.12 1.51
H 4.24 0.45 -0.35
H 4.69 -0.11 -2.76
H 2.87 -0.02 -4.42
H 0.58 0.73 -3.74
```

## Properties
LUMO: -0.60 eV
SMILES string: O=C(CSc1nccc(=O)[nH]1)c1cc2ccccc2o1
Relative energy (zero: lowest compared OMol25 entry of this formula, charge and spin): 1.0803 eV
HOMO: -8.9 eV

---

No. 7
ORCA calculation (ωB97M-V/def2-TZVPD) on the molecule C14H10N4O at a distorted geometry.

Geometry as XYZ:
```
29
C14H10N4O ωB97M-V/def2-TZVPD
O -1.75 -2.67 -5.22
C -1.23 -1.81 -4.37
C -2.01 -1.29 -3.31
C -1.38 -0.64 -2.29
C -0.03 -0.54 -2.30
N 0.64 -0.90 -3.46
N 0.09 -1.59 -4.47
C 0.46 -0.05 -1.01
C 1.75 0.35 -0.62
C 1.85 0.62 0.71
C 0.76 0.64 1.63
N 0.95 0.85 3.03
C 1.88 1.65 3.66
C 1.66 1.65 5.00
N 0.49 0.82 5.17
C 0.18 0.31 4.06
C -0.54 0.47 1.13
C -0.66 0.08 -0.18
C -1.91 0.01 -1.00
H -0.99 -3.01 -5.68
H -3.04 -1.49 -3.18
H 2.65 0.35 -1.21
H 2.89 0.55 1.21
H 2.48 2.45 3.22
H 2.03 2.43 5.61
H -0.68 -0.34 3.84
H -1.58 0.49 1.75
H -2.24 1.07 -1.18
H -2.72 -0.45 -0.53
```

## Properties
LUMO: -0.08 eV
SMILES string: Oc1cc2c(nn1)-c1ccc(-n3ccnc3)cc1C2
Relative energy (zero: lowest compared OMol25 entry of this formula, charge and spin): 1.5193 eV
HOMO: -8.4 eV

---

No. 8
ORCA calculation (ωB97M-V/def2-TZVPD) on the molecule C14H10N4O2S at a distorted geometry.

Geometry as XYZ:
```
31
C14H10N4O2S ωB97M-V/def2-TZVPD
C 1.77 2.58 -4.55
O 0.54 1.90 -4.72
C 0.01 1.23 -3.67
C -1.20 0.58 -3.91
C -1.83 -0.12 -2.90
C -1.26 -0.20 -1.64
C -0.05 0.45 -1.39
C 0.55 0.37 -0.08
N 0.04 -0.27 0.91
N 0.80 -0.16 1.99
C 0.81 -0.60 3.29
C -0.22 -1.42 3.85
C -1.36 -1.93 3.25
C -2.01 -2.67 4.25
C -1.24 -2.57 5.37
O -0.16 -1.82 5.13
N 1.88 -0.13 3.88
N 2.60 0.60 3.02
C 1.96 0.58 1.89
S 2.09 1.20 0.29
C 0.59 1.16 -2.41
H 2.57 1.89 -4.28
H 1.99 3.03 -5.52
H 1.69 3.36 -3.80
H -1.63 0.65 -4.89
H -2.76 -0.62 -3.09
H -1.73 -0.75 -0.84
H -1.66 -1.78 2.24
H -2.93 -3.21 4.16
H -1.35 -2.97 6.36
H 1.52 1.65 -2.19
```

## Properties
LUMO: -0.37 eV
SMILES string: COc1cccc(-c2nn3c(-c4ccco4)nnc3s2)c1
Relative energy (zero: lowest compared OMol25 entry of this formula, charge and spin): 1.4073 eV
HOMO: -8.1 eV